Entry 1:
{"formula": "C31H65N3O7P", "method": "the ωB97M-V functional and the def2-TZVPD basis", "elements": ["P", "O", "O", "O", "O", "O", "O", "O", "N", "N", "N", "C", "C", "C", "C", "C", "C", "C", "C", "C", "C", "C", "C", "C", "C", "C", "C", "C", "C", "C", "C", "C", "C", "C", "C", "C", "C", "C", "C", "C", "C", "C", "H", "H", "H", "H", "H", "H", "H", "H", "H", "H", "H", "H", "H", "H", "H", "H", "H", "H", "H", "H", "H", "H", "H", "H", "H", "H", "H", "H", "H", "H", "H", "H", "H", "H", "H", "H", "H", "H", "H", "H", "H", "H", "H", "H", "H", "H", "H", "H", "H", "H", "H", "H", "H", "H", "H", "H", "H", "H", "H", "H", "H", "H", "H", "H", "H"], "xyz": [[-0.537, 2.674, 1.302], [5.804, 5.691, -3.609], [-3.135, 2.760, -2.542], [-5.680, -1.653, 0.964], [3.694, -2.699, -3.610], [3.573, 2.776, -1.198], [-0.073, 3.764, 0.082], [-6.027, -7.309, 2.189], [-0.238, 3.441, 2.869], [2.553, 2.429, -0.459], [-2.824, 0.530, -0.136], [2.942, 0.018, -1.289], [0.666, 0.665, -0.318], [-3.009, 5.650, -0.078], [4.641, -3.411, -2.816], [6.876, 5.800, -2.675], [-6.494, -3.102, -0.779], [-0.196, 0.039, 2.124], [0.534, 1.091, 1.198], [-1.310, -0.843, 1.435], [-5.709, -7.889, 4.505], [5.031, -4.700, -3.524], [2.957, 2.229, 0.957], [-2.879, 4.909, -1.329], [4.436, 1.707, 1.149], [-4.560, -9.158, 2.666], [5.855, -2.531, -2.562], [-5.601, -2.982, 0.446], [-3.762, 2.807, -0.190], [1.456, 1.647, -2.526], [1.984, 1.320, 1.810], [-3.254, 3.503, -1.364], [-3.945, 3.536, 1.060], [-6.008, -3.973, 1.525], [2.942, 3.682, 1.623], [7.733, 4.544, -2.736], [-3.560, 4.944, 1.080], [-4.131, 1.275, -0.205], [6.313, 6.017, -1.280], [-2.706, -0.134, 1.184], [-5.070, -7.801, 3.127], [1.950, 1.217, -1.071], [0.543, -0.620, 2.657], [7.112, 6.122, -0.542], [-2.931, 0.549, 2.039], [-0.232, 4.459, 2.772], [-6.198, -2.379, -1.542], [5.206, 2.384, 0.697], [5.559, -1.605, -2.063], [-0.406, 3.392, -0.756], [2.512, 0.350, 2.050], [-5.367, -3.869, 2.403], [-0.969, -1.358, 0.497], [-6.763, -7.932, 2.160], [3.157, -0.578, -0.360], [1.841, 1.851, 2.797], [5.673, 5.179, -0.985], [4.150, -5.317, -3.709], [-7.536, -2.887, -0.524], [-4.114, -9.082, 1.672], [-1.532, -1.677, 2.166], [-2.797, -0.160, -0.888], [-4.245, -7.087, 3.150], [-0.226, 1.115, -0.849], [6.592, -3.043, -1.939], [-3.811, -9.553, 3.356], [5.481, -4.487, -4.498], [5.269, 4.927, -3.358], [-3.670, 5.531, 2.020], [0.668, -0.446, -0.482], [1.056, 2.698, -2.536], [6.332, -2.245, -3.504], [7.140, 3.658, -2.489], [-6.080, -6.911, 4.818], [4.113, -2.485, -4.453], [-2.460, 5.427, -2.226], [-0.975, 3.168, 3.521], [2.260, 1.557, -3.296], [1.910, 4.105, 1.652], [3.411, 3.644, 2.643], [-6.441, -4.105, -1.210], [-2.270, 2.947, -2.946], [-4.709, 1.045, 0.731], [-5.941, -5.001, 1.164], [7.474, 6.666, -2.969], [-4.994, -8.247, 5.249], [-6.568, -8.566, 4.492], [0.625, 0.951, -2.838], [5.743, -5.277, -2.930], [2.441, -0.708, -1.994], [-6.596, -1.487, 1.218], [-2.722, 6.719, -0.001], [-3.476, -0.982, 1.182], [-4.683, 0.993, -1.135], [4.639, 1.720, 2.259], [-7.034, -3.788, 1.858], [-0.705, 0.641, 2.936], [8.122, 4.394, -3.746], [4.581, 0.643, 0.829], [-4.561, -3.156, 0.161], [5.692, 6.915, -1.253], [4.154, -3.647, -1.867], [-5.381, -9.878, 2.592], [3.575, 4.366, 0.998], [-4.346, 3.065, 1.982], [8.574, 4.605, -2.043], [3.904, 0.303, -1.794]], "lowdin_charge": [0.957, -0.057, 0.003, -0.080, -0.063, -0.034, -0.299, -0.068, -0.166, -0.115, -0.071, -0.049, -0.113, -0.082, -0.501, -0.500, -0.062, -0.191, -0.491, -0.177, -0.065, -0.067, -0.449, -0.030, -0.047, -0.066, -0.060, -0.495, -0.141, -0.043, -0.122, -0.263, -0.058, -0.061, -0.041, -0.066, -0.106, -0.153, -0.063, -0.241, -0.498, -0.448, 0.114, 0.079, 0.111, 0.034, 0.078, 0.084, 0.063, 0.021, 0.117, 0.081, 0.100, 0.090, 0.085, 0.107, 0.069, 0.079, 0.082, 0.080, 0.109, 0.105, 0.139, 0.087, 0.081, 0.080, 0.081, 0.085, 0.089, 0.120, 0.083, 0.084, 0.079, 0.079, 0.089, 0.112, 0.026, 0.082, 0.048, 0.091, 0.081, 0.102, 0.103, 0.064, 0.136, 0.080, 0.081, 0.088, 0.080, 0.090, 0.092, 0.096, 0.098, 0.122, 0.092, 0.084, 0.096, 0.078, 0.071, 0.136, 0.080, 0.138, 0.081, 0.080, 0.104, 0.078, 0.088], "multiplicity": 2, "total_charge": 0, "largest_force_ev_per_a": 3.43, "homo_energy_ha": [-0.2568, -0.2567], "homo_lumo_gap_ev": [7.59, 7.19], "e_above_lowest_ev": 0.0000}

---

Entry 2:
{"formula": "C28H41N4O3PRhS2", "method": "the ωB97M-V functional and the def2-TZVPD basis", "elements": ["Rh", "S", "S", "P", "O", "O", "O", "N", "N", "N", "N", "C", "C", "C", "C", "C", "C", "C", "C", "C", "C", "C", "C", "C", "C", "C", "C", "C", "C", "C", "C", "C", "C", "C", "C", "C", "C", "C", "C", "H", "H", "H", "H", "H", "H", "H", "H", "H", "H", "H", "H", "H", "H", "H", "H", "H", "H", "H", "H", "H", "H", "H", "H", "H", "H", "H", "H", "H", "H", "H", "H", "H", "H", "H", "H", "H", "H", "H", "H", "H"], "xyz": [[-0.762, 0.010, 1.079], [0.343, 1.052, -0.770], [1.235, -1.968, -2.177], [1.598, -0.066, -1.953], [1.616, 0.716, -3.334], [-2.420, 0.993, 0.792], [3.040, 0.220, -1.359], [0.217, 1.512, 2.267], [-1.148, -1.827, 0.069], [1.015, -0.985, 2.133], [-1.573, -0.931, 2.861], [-3.071, 2.953, -0.430], [-1.429, -4.168, -0.117], [0.714, -1.180, 3.558], [0.428, 0.733, -4.185], [-4.384, 0.819, -0.567], [-1.235, -1.798, 5.036], [-0.822, -3.062, 0.461], [-3.454, -1.437, 4.218], [4.292, 0.527, -2.056], [0.240, -3.261, 1.505], [-0.752, -1.326, 3.827], [-2.898, -0.979, 3.041], [-2.354, -4.001, -1.130], [2.082, 0.011, 1.978], [2.375, 2.463, 2.518], [4.551, -0.433, -3.200], [0.424, 3.837, 2.707], [1.547, 1.382, 2.279], [0.850, 0.245, -5.552], [1.363, -2.237, 1.452], [-2.029, -1.662, -0.931], [-2.650, -2.718, -1.560], [1.806, 3.709, 2.726], [-2.604, -1.853, 5.234], [4.305, 1.983, -2.474], [-0.134, 2.139, -4.197], [-2.995, 1.433, -0.416], [-0.339, 2.712, 2.471], [1.622, 0.895, -5.966], [3.867, -0.246, -4.028], [-4.333, -0.269, -0.481], [-0.304, 0.038, -3.765], [4.052, 2.623, -1.627], [-0.055, 4.793, 2.866], [3.583, 2.157, -3.269], [-3.499, -0.628, 2.210], [-2.220, -0.646, -1.236], [4.431, -1.465, -2.872], [0.597, 2.830, -4.620], [-3.690, 3.297, 0.401], [-2.823, -4.861, -1.589], [5.036, 0.366, -1.276], [-2.070, 3.380, -0.334], [-5.037, 1.196, 0.224], [-0.229, -3.283, 2.492], [-1.421, 2.743, 2.440], [-0.009, 0.248, -6.224], [3.448, 2.327, 2.525], [-4.528, -1.465, 4.336], [-0.375, 2.465, -3.185], [1.050, -0.301, 4.110], [5.573, -0.296, -3.555], [-1.039, 2.169, -4.804], [2.431, -0.003, 0.945], [-3.004, -2.211, 6.173], [2.264, -2.673, 1.902], [-3.342, -2.537, -2.369], [1.265, -2.036, 3.959], [-3.513, 3.304, -1.365], [5.299, 2.253, -2.832], [-4.821, 1.073, -1.534], [0.681, -4.245, 1.351], [-0.546, -2.114, 5.809], [1.240, -0.771, -5.487], [2.434, 4.573, 2.897], [-1.153, -5.158, 0.220], [2.943, -0.210, 2.620], [-2.389, 1.132, -1.281], [1.591, -2.003, 0.414]], "lowdin_charge": [0.971, 0.480, 0.342, -0.088, -0.337, -0.381, -0.344, -0.014, -0.005, -0.217, 0.027, -0.055, -0.003, -0.102, -0.479, -0.055, 0.001, -0.274, -0.025, -0.417, -0.091, -0.263, -0.075, -0.026, -0.134, 0.008, -0.051, -0.025, -0.287, -0.039, -0.172, -0.139, -0.027, -0.023, -0.027, -0.041, -0.046, -0.599, -0.086, 0.090, 0.075, 0.059, 0.107, 0.084, 0.117, 0.075, 0.111, 0.069, 0.078, 0.090, 0.083, 0.120, 0.139, 0.067, 0.085, 0.116, 0.117, 0.089, 0.128, 0.117, 0.045, 0.140, 0.091, 0.090, 0.097, 0.120, 0.139, 0.121, 0.146, 0.084, 0.090, 0.086, 0.131, 0.127, 0.081, 0.121, 0.124, 0.147, 0.074, 0.048], "total_charge": 1, "largest_force_ev_per_a": 4.18, "homo_energy_ha": -0.3828, "homo_lumo_gap_ev": 7.70, "e_above_lowest_ev": 0.0046}

---

Entry 3:
{"formula": "CH4N2P2", "method": "the ωB97M-V functional and the def2-TZVPD basis", "elements": ["P", "P", "N", "N", "C", "H", "H", "H", "H"], "xyz": [[-0.072, -0.885, -0.914], [-1.783, -0.479, 0.610], [-0.875, 1.935, -0.449], [1.541, -0.887, -0.152], [-0.928, 0.702, -0.349], [-1.442, -0.011, 1.865], [2.026, -1.797, -0.485], [-0.127, 2.378, -0.976], [1.659, -0.954, 0.850]], "nbo_charge": [0.684, 0.213, -0.606, -1.138, -0.281, 0.004, 0.383, 0.351, 0.389], "total_charge": 0, "largest_force_ev_per_a": 2.77, "homo_energy_ha": -0.2984, "homo_lumo_gap_ev": 8.12, "smiles": "[H]/N=C1/[PH]#P1N", "e_above_lowest_ev": 1.1006}

---

Entry 4:
{"formula": "C2H5N3O2S", "method": "the ωB97M-V functional and the def2-TZVPD basis", "elements": ["S", "O", "O", "N", "N", "N", "C", "C", "H", "H", "H", "H", "H"], "xyz": [[-1.902, -0.642, -0.257], [1.093, -0.532, -0.851], [0.285, 1.195, -2.036], [0.705, 0.321, 2.727], [-0.643, 0.113, 0.556], [1.584, 0.027, 1.430], [0.703, -0.036, 0.394], [0.711, 0.122, -2.051], [0.792, -0.536, -3.026], [0.719, 1.248, 2.799], [-2.334, 0.460, -0.771], [1.175, -0.022, 3.675], [-0.933, 0.066, 1.490]], "nbo_charge": [0.202, -0.530, -0.528, -0.727, -0.790, -0.350, 0.663, 0.658, 0.159, 0.338, 0.102, 0.372, 0.431], "total_charge": 0, "largest_force_ev_per_a": 6.00, "homo_energy_ha": -0.3347, "homo_lumo_gap_ev": 9.79, "smiles": "N/N=C(\\NS)OC=O", "e_above_lowest_ev": 3.4884}

---

Entry 5:
{"formula": "C4H11N5", "method": "the ωB97M-V functional and the def2-TZVPD basis", "elements": ["N", "N", "N", "N", "N", "C", "C", "C", "C", "H", "H", "H", "H", "H", "H", "H", "H", "H", "H", "H"], "xyz": [[0.832, -2.163, 0.995], [-0.446, 2.106, 0.748], [-1.960, 0.463, 0.111], [1.130, 0.175, 1.953], [-0.295, -0.094, 1.609], [0.776, -0.896, 1.089], [-0.691, 0.766, 0.556], [0.603, 0.142, -0.958], [0.025, -0.920, -1.870], [0.523, -0.935, -2.846], [0.487, 1.132, -1.412], [1.687, 0.055, -0.869], [1.248, -0.224, 2.887], [0.117, -1.916, -1.430], [0.360, 2.328, 1.317], [1.770, -2.469, 0.738], [-1.039, -0.756, -2.074], [-2.315, 0.974, -0.685], [-0.605, 2.749, -0.015], [-2.208, -0.517, 0.157]], "nbo_charge": [-0.698, -0.837, -0.817, -0.513, -0.376, 0.578, 0.585, -0.599, -0.645, 0.206, 0.186, 0.207, 0.379, 0.220, 0.408, 0.352, 0.189, 0.387, 0.386, 0.403], "total_charge": 0, "largest_force_ev_per_a": 3.00, "homo_energy_ha": -0.2879, "homo_lumo_gap_ev": 8.67, "e_above_lowest_ev": 4.5563}

---

Entry 6:
{"formula": "C4H8OS2", "method": "the ωB97M-V functional and the def2-TZVPD basis", "elements": ["S", "S", "O", "C", "C", "C", "C", "H", "H", "H", "H", "H", "H", "H", "H"], "xyz": [[-0.129, 2.072, 0.050], [0.104, 1.331, -1.814], [1.756, -2.540, 1.588], [0.410, 0.748, 1.237], [0.900, -1.688, 1.593], [0.831, -0.557, 0.589], [-1.509, 0.578, -2.222], [-1.769, -0.173, -1.475], [1.831, -0.452, 0.183], [-2.278, 1.348, -2.271], [-1.331, 0.128, -3.191], [0.098, -1.731, 2.360], [1.274, 1.177, 1.740], [0.251, -0.896, -0.282], [-0.439, 0.654, 1.915]], "nbo_charge": [0.071, 0.090, -0.509, -0.518, 0.447, -0.541, -0.740, 0.215, 0.242, 0.225, 0.227, 0.102, 0.225, 0.246, 0.218], "total_charge": 0, "largest_force_ev_per_a": 0.83, "homo_energy_ha": -0.3386, "homo_lumo_gap_ev": 9.87, "smiles": "CSSCCC=O", "e_above_lowest_ev": 0.4489}

---

Entry 7:
{"formula": "C8H11F3N2O", "method": "the ωB97M-V functional and the def2-TZVPD basis", "elements": ["F", "F", "F", "O", "N", "N", "C", "C", "C", "C", "C", "C", "C", "C", "H", "H", "H", "H", "H", "H", "H", "H", "H", "H", "H"], "xyz": [[-2.653, -1.896, -0.012], [-2.903, -0.211, -1.273], [-4.270, -0.581, 0.333], [2.507, 1.687, -0.496], [1.981, -0.493, -0.180], [1.262, -1.620, -0.421], [0.560, 1.015, -1.549], [3.216, -2.070, 0.635], [-2.124, 0.383, 0.892], [3.166, -0.742, 0.488], [-2.950, -0.616, 0.017], [-2.529, 1.818, 0.678], [1.598, 0.747, -0.798], [2.005, -2.562, 0.065], [2.581, 2.544, -0.894], [-2.151, -0.035, 1.852], [-3.688, 1.742, 0.723], [1.529, -3.479, -0.087], [-0.118, 0.244, -1.874], [-2.058, 2.382, 1.405], [-2.114, 2.075, -0.215], [-1.162, 0.080, 0.694], [3.736, 0.040, 0.741], [4.101, -2.465, 1.145], [0.478, 2.013, -1.866]], "nbo_charge": [-0.311, -0.349, -0.350, -0.718, -0.220, -0.238, -0.559, -0.340, -0.474, -0.019, 0.979, -0.603, 0.494, -0.035, 0.513, 0.218, 0.227, 0.216, 0.241, 0.215, 0.218, 0.230, 0.225, 0.237, 0.204], "total_charge": 0, "largest_force_ev_per_a": 4.46, "homo_energy_ha": -0.3233, "homo_lumo_gap_ev": 9.26, "smiles": "C=C(O)n1cccn1.CCC(F)(F)F", "e_above_lowest_ev": 0.0881}